Computed, not measured: 19 unconnected molecules or ions with the total composition C57H152O19 in a non-equilibrium geometry, with ωB97M-V/def2-TZVPD.

Each atom is followed by the atoms it is bonded to, with distances in Å.
Positions of all 228 atoms, in Å:
1 C -2.38029 0.11960 -4.20521  C2 1.505, H5 1.067, H6 1.072, H7 1.133
2 C -1.80951 1.27809 -4.97869  C1 1.505, C3 1.520, O4 1.455, H8 1.107
3 C -2.58594 2.58049 -4.87846  C2 1.520, H9 1.078, H10 1.066, H11 1.078
4 O -0.42021 1.52575 -4.62437  C2 1.455, H12 0.996
5 H -3.31231 -0.05693 -4.69342  C1 1.067
6 H -2.52939 0.31115 -3.16106  C1 1.072
7 H -1.81638 -0.84517 -4.39188  C1 1.133
8 H -1.75634 0.93078 -6.02877  C2 1.107
9 H -2.12442 3.37212 -5.44677  C3 1.078
10 H -2.54997 3.04124 -3.91756  C3 1.066
11 H -3.60711 2.39542 -5.16912  C3 1.078
12 H -0.27462 1.77127 -3.67005  O4 0.996
13 C 0.23077 -0.68349 3.70269  C14 1.534, H17 1.150, H18 1.108, H19 1.088
14 C -0.59111 0.40747 4.40093  C13 1.534, C15 1.527, O16 1.416, H20 1.082
15 C -0.49293 1.70240 3.59790  C14 1.527, H21 1.074, H22 1.133, H23 1.103
16 O -1.97082 0.11121 4.52225  C14 1.416, H24 0.986
17 H 1.28790 -0.38471 3.36310  C13 1.150
18 H -0.25121 -0.85659 2.72004  C13 1.108
19 H 0.28825 -1.67008 4.15863  C13 1.088
20 H -0.30657 0.52375 5.43823  C14 1.082
21 H -1.11736 1.65036 2.72562  C15 1.074
22 H 0.52186 1.87609 3.12569  C15 1.133
23 H -0.75412 2.63806 4.11971  C15 1.103
24 H -2.24199 -0.23257 3.63877  O16 0.986
25 C -0.86575 -5.96779 5.33842  C26 1.477, H29 1.113, H30 1.089, H31 1.085
26 C -1.05342 -4.76216 6.17054  C25 1.477, C27 1.536, O28 1.425, H32 1.068
27 C 0.16866 -4.36466 7.01134  C26 1.536, H33 1.095, H34 1.090, H35 1.106
28 O -1.49701 -3.75575 5.26428  C26 1.425, H36 1.005
29 H -0.14331 -5.76623 4.51564  C25 1.113
30 H -1.75323 -6.29228 4.79800  C25 1.089
31 H -0.34732 -6.79871 5.80642  C25 1.085
32 H -1.78850 -4.96978 6.91630  C26 1.068
33 H 1.07977 -4.03301 6.50347  C27 1.095
34 H 0.56763 -5.11240 7.69640  C27 1.090
35 H -0.29384 -3.58671 7.64675  C27 1.106
36 H -2.06736 -3.15940 5.83822  O28 1.005
37 C 3.74269 1.70823 4.48330  C38 1.544, H41 1.078, H42 1.109, H43 1.151
38 C 3.48834 2.05864 3.00165  C37 1.544, C39 1.523, O40 1.436, H44 1.119
39 C 3.83401 3.53292 2.83801  C38 1.523, H45 1.085, H46 1.135, H47 1.093
40 O 4.25153 1.27488 2.07091  C38 1.436, H48 1.008
41 H 3.37157 0.73420 4.75768  C37 1.078
42 H 3.44545 2.54741 5.14474  C37 1.109
43 H 4.88076 1.55377 4.56207  C37 1.151
44 H 2.40676 1.91579 2.75118  C38 1.119
45 H 3.67005 3.86122 1.81712  C39 1.085
46 H 4.95773 3.52096 3.00068  C39 1.135
47 H 3.31005 4.14245 3.57931  C39 1.093
48 H 4.24327 1.77624 1.19637  O40 1.008
49 C 6.12871 -0.06901 -3.26355  C50 1.545, H53 1.129, H54 1.098, H55 1.057
50 C 4.99383 -0.86714 -2.58388  C49 1.545, C51 1.511, O52 1.403, H56 1.080
51 C 4.69907 -0.43476 -1.16686  C50 1.511, H57 1.126, H58 1.103, H59 1.097
52 O 3.83037 -0.97614 -3.35958  C50 1.403, H60 0.988
53 H 7.09167 -0.24334 -2.70056  C49 1.129
54 H 5.86979 0.99525 -3.18401  C49 1.098
55 H 6.26992 -0.44284 -4.24253  C49 1.057
56 H 5.32153 -1.89465 -2.63049  C50 1.080
57 H 5.73479 -0.50561 -0.73127  C51 1.126
58 H 4.15385 -1.19974 -0.58917  C51 1.103
59 H 4.24667 0.56083 -1.07870  C51 1.097
60 H 3.41748 -0.08461 -3.46265  O52 0.988
61 C 0.24212 -5.40347 -1.05544  C62 1.505, H65 1.109, H66 1.086, H67 1.098
62 C 0.72833 -4.00249 -0.79783  C61 1.505, C63 1.547, O64 1.466, H68 1.108
63 C 2.20151 -4.02900 -0.32633  C62 1.547, H69 1.141, H70 1.077, H71 1.103
64 O 0.64173 -3.07724 -1.93147  C62 1.466, H72 0.972
65 H 0.96678 -5.90893 -1.72560  C61 1.109
66 H -0.70387 -5.45724 -1.58525  C61 1.086
67 H 0.06086 -5.97257 -0.13465  C61 1.098
68 H 0.14135 -3.55042 0.02647  C62 1.108
69 H 2.80475 -4.24271 -1.27073  C63 1.141
70 H 2.33793 -4.80327 0.40992  C63 1.077
71 H 2.42129 -2.99111 -0.02328  C63 1.103
72 H 1.33252 -3.23335 -2.59770  O64 0.972
73 C -0.48801 -3.13628 -5.10158  C74 1.529, H77 1.121, H78 1.090, H79 1.053
74 C -1.70561 -3.83258 -4.49380  C73 1.529, C75 1.552, O76 1.389, H80 1.093
75 C -1.41415 -5.35390 -4.58530  C74 1.552, H81 1.119, H82 1.071, H83 1.115
76 O -1.93534 -3.34238 -3.21506  C74 1.389, H84 0.970
77 H -0.34968 -3.64852 -6.08913  C73 1.121
78 H 0.48789 -3.28788 -4.64024  C73 1.090
79 H -0.73815 -2.12158 -5.22714  C73 1.053
80 H -2.59554 -3.61147 -5.08822  C74 1.093
81 H -2.09596 -5.93657 -3.91560  C75 1.119
82 H -0.46544 -5.54301 -4.12485  C75 1.071
83 H -1.68911 -5.78575 -5.57611  C75 1.115
84 H -1.10755 -3.15637 -2.74425  O76 0.970
85 C -5.05643 -1.92215 -1.54801  C86 1.533, H89 1.079, H90 1.061, H91 1.126
86 C -5.29430 -3.03955 -2.57090  C85 1.533, C87 1.527, O88 1.417, H92 1.084
87 C -4.99240 -2.55934 -3.98892  C86 1.527, H93 1.060, H94 1.079, H95 1.112
88 O -4.56006 -4.21682 -2.28226  C86 1.417, H96 0.923
89 H -4.00805 -1.67095 -1.60238  C85 1.079
90 H -5.41171 -2.22288 -0.59480  C85 1.061
91 H -5.60593 -1.03108 -1.96337  C85 1.126
92 H -6.34181 -3.30574 -2.48158  C86 1.084
93 H -5.02598 -3.37529 -4.66428  C87 1.060
94 H -3.97546 -2.21933 -4.11122  C87 1.079
95 H -5.80287 -1.86701 -4.30666  C87 1.112
96 H -3.67567 -3.96492 -2.36257  O88 0.923
97 C -4.62335 5.34043 4.62873  C98 1.543, H101 1.134, H102 1.071, H103 1.095
98 C -3.96090 3.98541 4.30186  C97 1.543, C99 1.528, O100 1.476, H104 1.123
99 C -3.06671 3.47579 5.43063  C98 1.528, H105 1.081, H106 1.115, H107 1.098
100 O -4.94299 2.89830 4.12485  C98 1.476, H108 0.928
101 H -3.95292 6.25473 4.64426  C97 1.134
102 H -4.93704 5.27364 5.65096  C97 1.071
103 H -5.48970 5.40703 3.96200  C97 1.095
104 H -3.38274 4.04424 3.34049  C98 1.123
105 H -3.75674 3.41976 6.26048  C99 1.081
106 H -2.20460 4.14902 5.64558  C99 1.115
107 H -2.74870 2.44646 5.21611  C99 1.098
108 H -5.48542 2.87635 4.87746  O100 0.928
109 C 5.09352 -4.28445 -4.51790  C110 1.568, H113 1.098, H114 1.141, H115 1.071
110 C 3.60812 -4.03230 -4.95299  C109 1.568, C111 1.510, O112 1.387, H116 1.106
111 C 3.11418 -5.42595 -5.25770  C110 1.510, H117 1.068, H118 1.131, H119 1.119
112 O 2.92492 -3.49604 -3.87096  C110 1.387, H120 0.975
113 H 5.66973 -4.83112 -5.27633  C109 1.098
114 H 5.12310 -4.75966 -3.48057  C109 1.141
115 H 5.48584 -3.29666 -4.38927  C109 1.071
116 H 3.40745 -3.31898 -5.77373  C110 1.106
117 H 2.08620 -5.46037 -5.54685  C111 1.068
118 H 3.26451 -6.06862 -4.33958  C111 1.131
119 H 3.81407 -5.76305 -6.06325  C111 1.119
120 H 3.31247 -2.61863 -3.69371  O112 0.975
121 C -4.48721 -1.87468 3.01593  C122 1.516, H125 1.096, H126 1.103, H127 1.104
122 C -5.08015 -0.53231 2.63638  C121 1.516, C123 1.567, O124 1.446, H128 1.064
123 C -6.32304 -0.18987 3.52681  C122 1.567, H129 1.128, H130 1.115, H131 1.070
124 O -4.08047 0.51215 2.66944  C122 1.446, H132 0.960
125 H -3.47618 -2.04997 2.63199  C121 1.096
126 H -5.09693 -2.73703 2.69617  C121 1.103
127 H -4.44389 -1.94325 4.11693  C121 1.104
128 H -5.35835 -0.67005 1.61856  C122 1.064
129 H -6.89871 -1.12186 3.79460  C123 1.128
130 H -6.88568 0.63076 3.02402  C123 1.115
131 H -5.88017 0.17087 4.43164  C123 1.070
132 H -4.23200 1.21302 3.30700  O124 0.960
133 C 1.25602 0.36036 -7.43261  C134 1.556, H137 1.123, H138 1.082, H139 1.143
134 C 1.79425 1.76230 -7.02663  C133 1.556, C135 1.509, O136 1.413, H140 1.086
135 C 2.67707 2.30459 -8.12336  C134 1.509, H141 1.096, H142 1.093, H143 1.117
136 O 0.80172 2.72202 -6.72739  C134 1.413, H144 0.971
137 H 2.17331 -0.24868 -7.65552  C133 1.123
138 H 0.65099 0.39438 -8.32952  C133 1.082
139 H 0.66895 -0.25328 -6.66730  C133 1.143
140 H 2.39950 1.63572 -6.13436  C134 1.086
141 H 2.10664 2.56297 -9.02268  C135 1.096
142 H 3.44508 1.53866 -8.26064  C135 1.093
143 H 3.08006 3.28879 -7.78275  C135 1.117
144 H 0.15079 2.33522 -6.11907  O136 0.971
145 C 1.26034 1.14104 0.10291  C146 1.526, H149 1.051, H150 1.084, H151 1.065
146 C 0.60194 0.73929 -1.21378  C145 1.526, C147 1.541, O148 1.450, H152 1.081
147 C -0.70314 -0.04245 -0.97094  C146 1.541, H153 1.081, H154 1.110, H155 1.107
148 O 0.24397 1.90465 -1.99812  C146 1.450, H156 0.962
149 H 1.12888 0.43750 0.87215  C145 1.051
150 H 0.71794 2.01164 0.45240  C145 1.084
151 H 2.29158 1.40343 0.06104  C145 1.065
152 H 1.19455 0.04766 -1.79586  C146 1.081
153 H -1.03408 -0.31619 -1.96252  C147 1.081
154 H -1.42825 0.59608 -0.42373  C147 1.110
155 H -0.43270 -0.95368 -0.40380  C147 1.107
156 H -0.44434 2.33198 -1.47930  O148 0.962
157 C 5.52093 -3.18708 4.77426  C158 1.521, H161 1.097, H162 1.095, H163 1.089
158 C 4.79947 -2.62269 3.55957  C157 1.521, C159 1.607, O160 1.398, H164 1.153
159 C 3.35100 -3.31842 3.58186  C158 1.607, H165 1.087, H166 1.056, H167 1.074
160 O 4.63263 -1.26805 3.86434  C158 1.398, H168 0.965
161 H 5.89184 -4.21832 4.71990  C157 1.097
162 H 4.89187 -3.04828 5.65945  C157 1.095
163 H 6.38863 -2.53901 4.88688  C157 1.089
164 H 5.27707 -2.75871 2.51949  C158 1.153
165 H 3.50754 -4.38641 3.71039  C159 1.087
166 H 2.77288 -3.07040 2.73404  C159 1.056
167 H 2.80581 -2.92193 4.41750  C159 1.074
168 H 4.37883 -0.77552 3.07420  O160 0.965
169 C 2.33416 4.79967 -3.86874  C170 1.539, H173 1.082, H174 1.041, H175 1.150
170 C 2.78681 3.38244 -4.26198  C169 1.539, C171 1.485, O172 1.480, H176 1.122
171 C 4.20623 3.34546 -4.69520  C170 1.485, H177 1.091, H178 1.108, H179 1.174
172 O 2.63814 2.49211 -3.08895  C170 1.480, H180 0.981
173 H 1.36148 4.96657 -3.42557  C169 1.082
174 H 2.40145 5.45080 -4.67823  C169 1.041
175 H 3.03636 5.21184 -3.05603  C169 1.150
176 H 2.19549 3.10067 -5.17351  C170 1.122
177 H 4.99812 3.39076 -3.94545  C171 1.091
178 H 4.45551 4.04023 -5.52093  C171 1.108
179 H 4.38903 2.30697 -5.21046  C171 1.174
180 H 1.67901 2.37767 -2.91978  O172 0.981
181 C -3.40185 0.38323 7.77812  C182 1.519, H185 1.075, H186 1.046, H187 1.087
182 C -2.85611 -1.02954 7.66739  C181 1.519, C183 1.516, O184 1.449, H188 1.102
183 C -3.26547 -1.80594 8.90297  C182 1.516, H189 1.096, H190 1.139, H191 1.057
184 O -3.26695 -1.57065 6.38765  C182 1.449, H192 0.962
185 H -3.56412 0.83305 6.81517  C181 1.075
186 H -2.81755 0.99173 8.39681  C181 1.046
187 H -4.38956 0.24876 8.21210  C181 1.087
188 H -1.76169 -0.92035 7.59192  C182 1.102
189 H -4.35273 -1.94305 8.91746  C183 1.096
190 H -2.88381 -1.19783 9.78783  C183 1.139
191 H -2.84206 -2.77449 8.87468  C183 1.057
192 H -2.79665 -0.99145 5.78012  O184 0.962
193 C -6.17286 2.28386 0.70852  C194 1.562, H197 1.085, H198 1.055, H199 1.084
194 C -5.12344 1.49450 -0.13781  C193 1.562, C195 1.527, O196 1.421, H200 1.088
195 C -5.02373 2.07207 -1.54782  C194 1.527, H201 1.099, H202 1.070, H203 1.082
196 O -3.79515 1.66084 0.33795  C194 1.421, H204 1.000
197 H -7.19524 2.03158 0.44671  C193 1.085
198 H -5.84599 3.28329 0.62622  C193 1.055
199 H -6.04936 2.09651 1.76951  C193 1.084
200 H -5.47417 0.46606 -0.08044  C194 1.088
201 H -4.21180 1.67904 -2.17592  C195 1.099
202 H -4.91507 3.13168 -1.44597  C195 1.070
203 H -5.95825 1.90635 -2.06794  C195 1.082
204 H -3.71682 1.29729 1.26604  O196 1.000
205 C -0.35442 4.74866 0.27025  C206 1.514, H209 1.045, H210 1.047, H211 1.054
206 C -1.70468 4.08590 0.44447  C205 1.514, C207 1.533, O208 1.433, H212 1.081
207 C -2.73386 5.21948 0.52924  C206 1.533, H213 1.099, H214 1.092, H215 1.072
208 O -1.91916 3.24233 -0.69364  C206 1.433, H216 0.959
209 H 0.13163 4.88798 1.18476  C205 1.045
210 H -0.56187 5.70990 -0.08803  C205 1.047
211 H 0.26608 4.29070 -0.44782  C205 1.054
212 H -1.78814 3.46427 1.32512  C206 1.081
213 H -2.68506 5.58411 1.56490  C207 1.099
214 H -3.74979 4.92786 0.25560  C207 1.092
215 H -2.43305 6.01634 -0.12209  C207 1.072
216 H -2.71622 2.73261 -0.53623  O208 0.959
217 C 4.89931 5.61468 -0.84406  C218 1.519, H221 1.117, H222 1.098, H223 1.076
218 C 5.05435 4.12604 -1.10593  C217 1.519, C219 1.525, O220 1.418, H224 1.113
219 C 6.20606 3.40731 -0.41184  C218 1.525, H225 1.102, H226 1.122, H227 1.065
220 O 3.81552 3.52099 -0.77576  C218 1.418, H228 0.978
221 H 4.64818 5.91454 0.20263  C217 1.117
222 H 4.04062 5.98099 -1.42238  C217 1.098
223 H 5.67533 6.24540 -1.24257  C217 1.076
224 H 5.14766 3.95408 -2.20123  C218 1.113
225 H 7.07728 4.03777 -0.65047  C219 1.102
226 H 6.39136 2.38983 -0.84694  C219 1.122
227 H 6.09149 3.25766 0.63647  C219 1.065
228 H 3.34061 3.35788 -1.61501  O220 0.978

Values from the calculation:
largest force on an atom	3.6	eV Å⁻¹
highest occupied orbital energy	-0.3495	Ha
LUMO energy	0.015	Ha
multiplicity	1
total energy	-100474.0984	eV

These are the Löwdin partial charges, in e, on atoms 1 to 99: number 1, C, carries -0.048; number 2, C, carries -0.438; number 3, C, carries -0.032; number 4, O, carries -0.100; number 5, H, carries 0.069; number 6, H, carries 0.056; number 7, H, carries 0.079; number 8, H, carries 0.144; number 9, H, carries 0.077; number 10, H, carries 0.065; number 11, H, carries 0.081; number 12, H, carries 0.073; number 13, C, carries -0.029; number 14, C, carries -0.445; number 15, C, carries -0.039; number 16, O, carries -0.091; number 17, H, carries 0.095; number 18, H, carries 0.080; number 19, H, carries 0.065; number 20, H, carries 0.138; number 21, H, carries 0.061; number 22, H, carries 0.067; number 23, H, carries 0.072; number 24, H, carries 0.087; number 25, C, carries -0.077; number 26, C, carries -0.523; number 27, C, carries -0.044; number 28, O, carries -0.064; number 29, H, carries 0.090; number 30, H, carries 0.081; number 31, H, carries 0.077; number 32, H, carries 0.121; number 33, H, carries 0.071; number 34, H, carries 0.075; number 35, H, carries 0.071; number 36, H, carries 0.080; number 37, C, carries -0.053; number 38, C, carries -0.499; number 39, C, carries -0.060; number 40, O, carries -0.085; number 41, H, carries 0.046; number 42, H, carries 0.084; number 43, H, carries 0.113; number 44, H, carries 0.097; number 45, H, carries 0.055; number 46, H, carries 0.108; number 47, H, carries 0.080; number 48, H, carries 0.083; number 49, C, carries -0.028; number 50, C, carries -0.502; number 51, C, carries -0.032; number 52, O, carries -0.070; number 53, H, carries 0.101; number 54, H, carries 0.069; number 55, H, carries 0.060; number 56, H, carries 0.117; number 57, H, carries 0.101; number 58, H, carries 0.075; number 59, H, carries 0.070; number 60, H, carries 0.114; number 61, C, carries -0.057; number 62, C, carries -0.447; number 63, C, carries -0.049; number 64, O, carries -0.085; number 65, H, carries 0.092; number 66, H, carries 0.061; number 67, H, carries 0.090; number 68, H, carries 0.137; number 69, H, carries 0.092; number 70, H, carries 0.071; number 71, H, carries 0.068; number 72, H, carries 0.053; number 73, C, carries -0.042; number 74, C, carries -0.482; number 75, C, carries -0.049; number 76, O, carries -0.067; number 77, H, carries 0.102; number 78, H, carries 0.062; number 79, H, carries 0.032; number 80, H, carries 0.125; number 81, H, carries 0.084; number 82, H, carries 0.053; number 83, H, carries 0.093; number 84, H, carries 0.064; number 85, C, carries -0.043; number 86, C, carries -0.474; number 87, C, carries -0.055; number 88, O, carries -0.027; number 89, H, carries 0.075; number 90, H, carries 0.060; number 91, H, carries 0.091; number 92, H, carries 0.130; number 93, H, carries 0.063; number 94, H, carries 0.037; number 95, H, carries 0.096; number 96, H, carries 0.010; number 97, C, carries -0.046; number 98, C, carries -0.424; number 99, C, carries -0.065